16
Properties=species:S:1:pos:R:3 method="wB97M-V/def2-TZVPD" orbital_gap_ev=12.39 energy_ev=-4342.028
H -1.6893 -0.0977 -2.6875
H 1.0583 -0.1087 2.9865
H -1.5462 -1.7207 -0.9265
C 1.2552 0.7428 2.3461
H -0.5716 -2.2513 -2.1102
H 0.0451 0.3399 -2.7381
C 0.2421 0.7547 1.1980
H 2.2927 0.7741 2.0209
H -0.3242 -0.1860 1.1644
H -0.5693 1.4540 1.3699
H 1.1857 1.6493 2.9559
C -0.6431 -1.3824 -1.4266
H 0.7071 0.7929 0.2191
H 0.2680 -1.4872 -0.8445
H -0.9541 0.7719 -1.4140
C -0.7563 -0.0457 -2.1136

***

102
Properties=species:S:1:pos:R:3 method="wB97M-V/def2-TZVPD" orbital_gap_ev="6.00 / 3.11" s2=6.03 energy_ev=-62888.951 charge=+3 multiplicity=5
C -5.1471 -0.3460 -2.6743
H 6.2423 1.4977 2.3839
H -5.6470 -1.1729 -3.2023
H -2.4435 2.7373 -0.3938
H 1.4747 -7.7230 -0.4516
N 0.0205 0.6617 2.7905
C -0.2518 1.9333 2.7431
C 3.2398 2.0681 2.3724
H -0.2569 6.7859 2.1875
H 0.5478 0.7644 4.8828
O -1.4241 -0.5859 -0.6633
H -0.5857 -4.0104 2.4251
C 0.4526 0.0347 4.0831
N 0.5547 2.5227 -2.9898
C 0.3713 -3.7510 0.5134
C -4.0841 1.6486 -1.0983
C 1.4357 -3.4648 -1.6774
H -0.0301 5.6921 -0.9140
H -0.3499 2.4503 3.6583
H -1.6539 -2.7023 3.5272
H -0.8421 7.2673 0.5852
O -2.2857 0.4330 1.0513
H -7.1811 2.2014 -3.4783
H -0.6043 -0.4552 -4.0619
H -4.4646 -2.8471 -1.6761
H 5.2473 1.8090 3.8166
H -2.0948 -1.0826 2.9481
C -0.8461 5.1539 1.0088
H -0.0904 -5.7875 1.0842
C -1.2361 -1.7206 3.2355
C 3.9054 -2.5775 1.7851
H -3.1069 -2.2738 -0.9282
Os 0.0506 -0.3192 1.0085
H 6.6961 -1.3094 1.5522
C -6.7080 1.3287 -3.8353
C -0.2799 -3.2174 1.7247
H 1.4685 -0.4620 3.8519
C -0.5217 2.7779 1.5586
H -0.0617 0.9741 -1.9432
C 1.5298 -4.8865 -1.7324
H 1.0920 -1.0340 -1.8327
H 3.7819 3.0057 2.4293
H 2.6259 2.1843 1.4659
N -0.4319 -1.9823 2.0746
H -7.4379 0.4984 -3.9534
C 0.8735 -2.8746 -0.4751
N 4.5296 -1.2150 1.6126
C 1.8403 -2.5786 -2.7198
C 5.4553 1.1287 3.0199
H 1.9169 -0.9128 -4.7612
C 1.5949 -0.3790 -3.8485
H -3.6840 2.4915 0.8589
C -0.9757 6.5782 1.4405
H 2.9573 -2.4967 2.4054
C -3.5188 2.6818 -0.1872
C 0.7149 -7.1987 -1.1107
H 5.8235 0.1802 3.4059
H 3.6546 -2.9929 0.8385
H 0.1198 0.7387 -5.0071
C 0.9064 -5.7289 -0.8384
C -4.1038 -0.6635 -1.8448
C 0.0306 3.5189 -0.6693
C -0.2054 1.3179 -2.9561
H -0.3507 -7.4498 -0.9852
H 5.8138 -1.5711 -0.0352
H -3.9925 3.6349 -0.3765
H 2.2824 0.4533 -3.6284
N 1.5608 -1.3081 -2.7368
C 0.3143 -5.1308 0.2930
O 0.5689 1.2955 0.0030
C -0.9710 4.1142 1.8771
C -5.1013 1.8914 -1.9952
H -1.1846 4.2494 2.9376
C -0.2798 4.8461 -0.2517
C -5.6369 0.9236 -2.8617
C -3.6604 -2.0739 -1.8210
H -5.4562 2.9470 -1.9814
H 0.8125 4.4421 -2.4530
H -1.3244 -0.7270 5.0047
C 5.8432 -0.9858 0.9055
H -3.0787 -2.4487 -2.6945
O 0.9520 -1.5262 -0.2674
O 2.4280 -0.2346 1.8115
C -2.4484 0.0288 -0.1661
H -0.0941 -1.9302 5.1064
H 2.6778 1.8796 3.3122
C 0.1640 0.2656 -4.0007
H 5.9194 0.0816 0.7651
H 0.7539 2.8497 -3.9194
H 1.0373 -7.4385 -2.1079
C -0.5062 -1.0916 4.4623
H 2.3866 -2.9342 -3.5836
H 1.9331 -5.2056 -2.7039
N 4.2186 0.9886 2.2776
H -6.2724 1.4556 -4.8326
C 0.4794 3.4452 -2.0626
H -1.9552 6.8005 1.9122
H 4.7203 -3.1516 2.2332
C -3.5865 0.3089 -0.9513
C -0.0208 2.4656 0.2898
H -1.2578 1.7116 -3.0193
C 3.7119 -0.1853 1.8393

***

23
Properties=species:S:1:pos:R:3 method="wB97M-V/def2-TZVPD" orbital_gap_ev=11.26 energy_ev=-11459.662 charge=+1
O -2.7001 2.2386 0.0797
H -3.1318 2.0864 0.9168
N -0.6006 0.4766 -0.0215
H 1.8301 1.2924 -0.1983
H -1.3398 -1.5293 -2.5822
H 0.5318 -2.8507 -1.5952
H 0.1571 -2.3032 0.7240
H 1.8235 -1.9527 0.0895
N -1.1161 -1.5865 -1.5952
C 1.8455 0.5699 0.6080
O 1.7075 1.4814 1.7669
C 0.3686 -1.7929 -1.3637
H -1.5691 -2.4681 -1.3601
H -1.1591 -0.1970 -0.6081
H 0.8557 -1.2546 -2.1707
H 0.1812 -0.2481 1.6957
H 2.5634 1.8276 2.0367
C 0.7830 -1.6592 0.0936
H 2.6367 -0.0868 0.9302
H -3.3209 2.4865 -0.6230
H -1.1631 1.0884 0.5722
H -0.2328 1.1060 -0.7376
C 0.5456 -0.2435 0.6747

***

106
Properties=species:S:1:pos:R:3 method="wB97M-V/def2-TZVPD" orbital_gap_ev=8.46 energy_ev=-90041.355 charge=-1
H -3.0907 2.9869 0.0917
H 3.8565 1.6662 -1.8474
H -1.8115 4.6091 1.0811
C 4.7040 -2.0472 1.0674
C -0.3521 -0.8441 -4.3303
H -2.4311 -0.9729 4.5292
H 5.1585 0.8422 0.0143
H 0.1772 0.3286 4.1174
H 5.8117 2.2583 -0.7816
H -0.0240 -0.7355 2.8087
H 6.8624 0.7463 -0.5772
H 0.9505 -1.3858 5.2859
O -0.9231 0.8571 -5.7186
O 1.6540 -3.5127 -3.2933
O 0.4500 -1.6244 4.5158
O 3.4085 2.3656 -3.6643
O 1.5417 0.0161 -1.7100
H 5.6683 2.1970 1.5719
N -3.8534 3.6648 0.1712
C -3.2880 1.7376 -2.9745
H 0.5587 3.3869 -3.2114
C -2.6301 2.0146 3.4802
H -0.5877 -4.3356 0.7944
C 2.0493 -0.3774 3.3268
O -4.3618 -0.8739 1.6072
H -0.6241 1.7702 -6.0196
H 2.6753 -0.0448 4.1545
H 4.3350 -1.3972 -0.9399
H 2.2139 -2.7645 -3.4486
N -2.8613 -1.6841 3.9284
C -0.1285 0.5920 -4.6369
H -4.5099 0.1813 -0.1922
H -4.3274 3.2562 -3.6977
H -3.9474 1.3449 -2.3028
H 0.3919 -1.0532 -3.6521
H 2.4407 -1.3887 3.0621
H -2.5657 5.7597 2.0447
O 1.8288 -1.1498 0.4336
H -2.5207 0.9673 3.0508
O -3.7330 -4.3116 -0.8649
H 3.8850 3.2112 -3.4468
C -0.2488 -3.3387 0.9678
O -2.0569 1.7807 -0.1127
O 6.4295 1.8646 1.1168
H -2.8404 2.5346 -2.4035
C 0.5783 -0.5207 3.6254
F 2.6407 1.0310 0.0633
S -1.2459 0.6226 0.1334
H -0.1378 2.3945 -2.0761
H 3.8284 -2.5459 1.3810
H -0.1989 -1.5238 -5.1848
H 0.8983 0.7872 -4.9044
S 1.4756 0.0548 -0.2709
C 0.6318 3.1394 -2.1763
H -3.0535 -2.8415 0.5931
H -4.2497 1.2413 1.2606
H 5.5064 -2.5440 1.5620
H -1.3205 -1.0143 -3.9142
H -2.6826 -2.5317 -1.0647
O -3.0316 -3.7760 2.8628
H -3.4340 -1.0761 1.3914
N 0.2885 0.8890 0.2823
H -0.8542 -2.7701 1.6123
H 1.4527 -2.5759 1.2560
N -2.6807 5.0530 1.3940
O -1.3889 2.4158 4.0695
H 3.4306 0.3532 -2.9428
H -0.9582 -2.6197 4.9880
H 0.2827 -2.7284 -2.0598
H -3.4631 -1.2692 3.1827
O -1.7324 -0.2598 1.1286
H 4.6349 -1.0313 1.4725
H 4.6924 -3.2095 -0.8559
O 0.5179 4.3049 -1.3514
H 2.3428 0.3521 2.6743
N -1.6608 -3.2533 4.6840
H -5.7636 0.5635 0.8509
C -3.4553 -2.9840 -0.4209
H -0.3962 1.1664 -3.7403
H 1.4310 2.4837 -1.9334
H 1.8448 -3.0126 -1.2892
F -1.3370 -0.2184 -1.1317
H -4.7639 3.3609 -0.2909
H -0.2970 -2.8913 -0.0231
H 5.0108 1.0425 -3.1293
C 3.9668 1.2950 -2.8779
C 4.8710 -2.1752 -0.4559
H -2.8212 -4.6713 -0.9473
O 1.0611 -3.4011 1.4787
C 6.0779 1.3747 -0.1206
H -2.6337 1.0229 -3.3756
H -1.2397 -4.0708 4.2413
H 0.9071 4.1019 -0.4675
C -4.6670 0.3240 0.8715
H -4.3623 -2.4035 -0.6116
C -3.8807 4.6472 0.9899
C 1.1205 -3.3808 -2.0001
H -1.0010 2.8727 3.2804
H 0.7542 -4.3401 -1.6660
C -2.5689 -2.8973 3.7975
H -2.9000 2.6170 2.5845
H -3.4881 2.2032 4.0871
H 6.8654 -2.3025 -0.3502
O -3.9885 2.3995 -4.0322
O 6.2039 -1.7684 -0.7922
O -4.9940 5.3964 1.2625

***

10
Properties=species:S:1:pos:R:3 method="wB97M-V/def2-TZVPD" orbital_gap_ev=10.34 energy_ev=-11474.310
H -1.3593 -1.3433 0.1488
H 0.2834 1.4086 -0.8838
H -0.4618 0.9004 0.6488
H -1.7134 -0.2038 -1.2161
P 1.4962 -0.1154 0.5835
H 1.0129 -0.2747 1.8548
C 0.0702 0.5655 -0.2252
C -0.9372 -0.7945 -0.7461
H -0.2293 -1.3718 -1.3677
H 1.8384 1.2289 1.2031

***

95
Properties=species:S:1:pos:R:3 method="wB97M-V/def2-TZVPD" orbital_gap_ev=4.66 energy_ev=-181930.055 charge=-2
H -3.6511 0.3315 -0.7245
Si -0.5196 3.8263 1.2036
H -5.4140 -0.7475 -4.1532
H 1.2825 4.4765 3.5453
N -4.4851 0.1026 -1.2691
C -1.9597 -3.3225 -2.9539
H -0.6388 6.2444 3.0937
C 1.6977 0.9452 -0.6435
C 0.4495 3.9012 3.9396
C -2.3447 0.7080 -2.7659
H 1.2931 1.3653 -1.5657
C 3.1274 -2.8221 -0.5458
H -2.0258 3.4389 -0.6767
S -0.4556 -1.7906 0.3071
Cl -4.6608 -1.2179 1.5323
C 0.5080 8.4560 0.8086
H -2.9398 3.5071 0.8653
C -1.0029 -6.8894 0.9439
C 0.1110 -7.7021 1.0460
F -2.1798 -7.3184 1.4214
N 0.9856 1.5555 0.4748
H -5.2048 -0.3391 -0.7187
H 0.6004 5.5693 -0.9428
C -0.1481 -4.7247 -3.4793
C 0.4417 6.2279 -0.0952
F -2.6529 -5.0706 -6.0536
H 2.9904 -0.1081 2.6904
H -2.4638 1.8329 5.3657
C 0.7205 7.5790 -0.2469
H 4.0014 1.7294 1.3771
H -6.1458 -1.0970 -2.6780
C -0.5604 3.4783 3.0721
F 5.3351 -2.3379 0.1763
F 1.0694 -5.2402 -3.2153
C 4.7234 -1.8876 -2.0526
C 4.4035 -2.3499 -0.7879
F 2.3919 -8.0779 0.6004
H 3.4817 2.1572 -0.8250
C 1.3184 -7.2738 0.5279
H 2.3690 -0.8529 1.2304
C 0.3163 -5.1715 -0.1728
C 2.6343 0.1073 1.6789
C -0.0484 5.6973 1.1034
N -1.3723 1.0351 -2.2259
C 2.4977 -2.3894 -2.7609
C 1.0334 3.0173 0.4507
C -0.7701 -5.1624 -4.6321
F -0.1881 -6.0588 -5.4459
C 0.0148 7.9613 2.0075
C -0.7029 -3.7976 -2.6155
H 1.9729 3.4177 0.8736
C -0.6358 2.8649 5.8165
C -2.6188 -3.7414 -4.1026
F -1.9939 -4.9182 0.2300
H 1.5971 1.8115 2.4647
C -1.6047 2.7309 3.6178
C -2.0205 -4.6597 -4.9439
F 2.8688 -3.2519 0.6987
C 3.7642 -1.9033 -3.0465
H 1.1005 7.9498 -1.1926
N -3.4566 0.3344 -3.3850
F 1.6137 -2.3697 -3.7747
C 2.1396 -2.8706 -1.5168
H -2.3767 2.3533 2.9572
F 4.0711 -1.4535 -4.2727
H 3.6940 0.4853 -1.3027
H -2.8554 -0.2708 2.7100
C 3.7205 0.8038 0.8624
H -0.1614 8.6345 2.8397
F 2.5899 -5.7110 -0.6070
H 1.4407 -0.1158 -0.6609
H 1.2209 3.9389 5.9438
Ag -1.6778 0.8067 0.3777
H 0.7205 9.5131 0.6955
F -2.6070 -2.4609 -2.1765
H 4.6213 0.1854 0.8217
Ge 0.2696 -3.3019 -0.9317
C -1.6471 2.4276 4.9731
C 1.3887 0.9860 1.7767
C 3.2153 1.1306 -0.5588
C -0.8807 -5.6507 0.3374
C 0.4194 3.6030 5.2949
C -1.9936 3.2303 0.3958
H -0.6620 2.6225 6.8729
N -5.6066 -0.4356 -3.2140
F 0.0160 -8.9078 1.6265
H 1.0150 3.3296 -0.6006
C -0.2547 6.6051 2.1459
C -3.3304 0.1118 1.8027
F 5.9545 -1.4234 -2.3088
H -3.9543 0.9590 2.1045
C 1.3967 -6.0297 -0.0775
H 0.5653 0.4117 2.2124
F -3.8429 -3.2814 -4.4046
C -4.4583 0.0093 -2.5906

***

43
Properties=species:S:1:pos:R:3 method="wB97M-V/def2-TZVPD" orbital_gap_ev="5.05 / 5.08" energy_ev=-184463.938 charge=+1
C -1.9758 -2.6858 -0.8120
H 0.7673 -0.6793 -2.7368
C 0.8834 2.9508 -0.8814
C 1.5641 2.1465 1.2859
C -2.3789 0.3012 0.3364
N 1.8819 2.8648 0.0640
C 3.5156 3.8458 -1.3611
H -2.4436 -1.6793 3.1777
F 4.7549 4.2708 -1.5888
H -2.8541 0.6316 -0.5897
C 2.5489 3.9878 -2.4414
Pd 0.8190 -1.8190 0.7607
H -2.0835 -3.7373 -0.5541
S 3.1167 -2.3677 0.1302
N 1.2737 3.5340 -2.0620
H -1.8796 -3.2062 2.4815
S 4.2985 -4.4932 1.6254
H -5.0986 -1.5645 1.5435
H -0.8627 -1.7462 2.4826
O 1.4446 0.1834 -0.1130
H -0.9870 -0.9154 -3.0283
O 1.1021 -0.0650 2.0547
C -1.8786 -2.1248 2.3564
O -0.2541 2.5535 -0.6733
C -4.6047 -2.0493 0.6996
O 2.7578 4.4283 -3.5411
H 0.6326 2.5259 1.6966
H -0.4059 0.0159 -1.5991
C 3.1794 3.3032 -0.2028
Se -0.1459 -2.5038 -1.3518
H -1.3116 0.5140 0.2662
S 1.5046 -3.7664 1.9690
H 0.5545 3.6308 -2.7611
C 3.0260 -3.6034 1.2613
H -5.0915 -1.7262 -0.2233
C 1.3741 0.6705 1.0586
H 3.9085 3.1896 0.5878
H -2.7817 0.8987 1.1569
Ge -2.7276 -1.5736 0.6881
C -0.2065 -0.8127 -2.2753
H -4.7220 -3.1306 0.8001
H -2.5665 -2.4814 -1.7070
H 2.3524 2.2838 2.0203

***

100
Properties=species:S:1:pos:R:3 method="wB97M-V/def2-TZVPD" orbital_gap_ev=7.81 energy_ev=-92153.209
H 3.7340 -1.8829 -2.8592
C 4.2447 -0.2907 -1.5922
C 2.4941 3.6760 1.3249
H 0.1396 0.3658 6.2840
O -4.8631 3.8320 -0.5401
C 2.9220 2.4366 2.3672
H -4.4773 1.8109 2.3425
C -1.7426 -2.8191 -3.0509
C -3.9797 2.3138 1.4102
N 5.5358 0.4648 -1.7552
N 0.7356 3.4557 -7.2754
H -0.7490 -5.0113 -3.1411
C 1.9376 1.2778 -1.5210
H 4.6093 -0.7336 -3.6655
H -2.2476 -0.4956 -2.7633
C -2.6220 0.5407 0.4589
S -0.2194 3.5066 -2.3341
C 0.1483 -0.8416 -2.0114
C 2.0919 2.8949 -1.1062
C -1.8181 -2.4219 6.3210
C -0.4139 1.6465 -2.6281
H -0.3239 0.1598 3.8410
C 1.1175 2.0757 -4.9426
H 2.2059 1.4937 2.2213
H 4.0581 2.1797 2.2451
H -2.2317 -3.1515 7.0128
O -1.4881 1.4219 0.1038
H -3.7985 -9.3488 3.5516
H -2.5313 0.0644 1.5284
C -3.7295 -5.7244 2.1639
H -6.0707 3.4136 1.2053
C -0.5176 -3.8838 -2.8213
C 2.7215 2.9514 3.9453
C 3.0741 0.4317 -0.7103
C -2.0869 -2.5226 4.9560
H 6.3028 -0.2682 -1.6963
H -5.3098 -6.3626 0.8452
H -2.7881 -3.1398 -3.4908
C -1.3702 -1.2484 -2.6095
F -1.9879 -5.2203 3.6719
H -0.8111 -1.3004 7.8621
H -1.1211 1.8285 -4.7648
H 0.5830 0.9955 0.8033
C -1.0169 -1.3811 6.7969
H -0.1554 3.9665 -7.0283
C -4.6527 -7.9563 2.1417
H 5.2501 -1.1232 0.0099
C -0.7402 -0.5533 4.5448
H 2.0898 1.4254 -4.8289
H -4.6186 4.5907 1.4467
C 0.7816 2.0859 -6.5814
C -4.6288 -6.6536 1.6413
C 0.4304 0.7005 -1.5620
H -5.3786 4.6836 -0.7714
C -2.8557 -6.1112 3.1739
H -2.9688 2.7876 1.7650
C -0.1513 1.3988 -4.2098
C -1.5436 -1.5888 4.0805
H -2.7130 -0.3235 -0.3465
C 1.0935 -2.1645 -1.8711
N 4.6511 -1.5360 -0.7660
H 1.3955 3.1705 -4.6748
H -3.7035 -4.7052 1.7929
N 3.8529 -0.8278 -2.9422
O 3.8115 5.0392 -1.7261
H 2.1495 -2.0462 -1.3758
N 1.6082 3.3066 0.2111
H 3.6682 1.0628 0.1112
H 5.6614 0.8986 -2.6927
O 4.9645 3.1765 -0.5861
S 3.8585 3.4638 -1.5893
C -0.2273 0.6847 -0.0183
N 0.8139 -3.5917 -2.2415
C -2.8684 -7.4080 3.6755
H -1.5950 1.5249 -2.4808
H -0.5089 -0.4263 0.3281
H 3.4920 2.3323 4.6015
F -1.7980 -1.6887 2.7691
C -4.9349 3.5727 0.9216
H -2.7137 -3.3194 4.5690
C -0.4803 -0.4458 5.9108
F 4.2007 2.9264 -3.2196
H 1.4949 4.0375 -6.8081
H 2.3357 1.2738 -2.6479
H 1.8524 4.3721 2.0631
O -3.8645 1.3562 0.2986
O -1.2353 4.0684 -1.2622
H 1.6304 2.7283 4.3285
H 3.4194 4.3861 1.0803
H -5.3568 -8.6804 1.7374
C -3.7753 -8.3345 3.1609
H 2.4747 -0.3639 -0.0493
H -0.1337 0.2536 -4.5509
H 5.2643 -2.1635 -1.3304
H 0.8700 4.0751 0.2115
O 0.5682 0.9316 -7.2359
O -0.6621 4.3419 -3.6067
H 3.0340 4.0919 4.0669
O 1.3811 3.7941 -2.0822
H -2.1738 -7.6860 4.4614

***

Number 1: F_max 2.0 eV/A. Number 2: F_max 6.4 eV/A. Number 3: F_max 4.3 eV/A. Number 4: F_max 8.4 eV/A. Number 5: F_max 4.0 eV/A. Number 6: F_max 0.7 eV/A. Number 7: F_max 1.7 eV/A. Number 8: F_max 9.5 eV/A.